[1]
Molecular formula: C11H36O7
Method: DFT, wB97M-V/def2-TZVPD

Calculated values
E_LUMO   0.36 eV
E_HOMO   -10.1 eV
Energy   -967.23279 hartree
SMILES   CC(C)O.CC(C)O.CO.CO.CO.CO.CO
Kohn-Sham gap   10.4 eV

Geometry as ORCA input:
```
! RIJCOSX wB97M-V def2-TZVPD def2/J DEFGRID3
* xyz 0 1
C 6.38923 3.67268 -0.36522
C 4.97095 3.32801 -0.85455
C 4.19501 2.56905 0.20531
O 4.26172 4.49421 -1.29090
H 6.99761 2.79202 -0.15929
H 6.32660 4.26245 0.54930
H 6.90283 4.19502 -1.17237
H 5.16634 2.76237 -1.76558
H 3.20962 2.27182 -0.15354
H 4.08449 3.19851 1.08829
H 4.74390 1.65755 0.44190
H 4.01724 4.99258 -0.50767
C 3.02817 -3.14832 -4.02343
C 4.05910 -4.16192 -3.50869
C 4.72669 -4.81481 -4.60992
O 4.95887 -3.58064 -2.61144
H 2.29654 -3.59887 -4.69413
H 3.43885 -2.28401 -4.54534
H 2.54495 -2.57379 -3.23317
H 3.51102 -4.92851 -2.96092
H 5.30472 -4.11983 -5.21901
H 3.97351 -5.21165 -5.29062
H 5.36752 -5.64196 -4.30450
H 4.59412 -3.53648 -1.72454
C -7.48152 1.32017 2.09028
O -6.51581 2.11691 2.76003
H -8.49050 1.61368 2.37996
H -7.40976 1.32995 1.00269
H -7.35816 0.27884 2.38776
H -6.78679 2.24613 3.67188
C -2.62182 -0.09539 -0.21289
O -2.65364 -0.18637 1.16965
H -1.72993 -0.61134 -0.56846
H -3.51620 -0.51932 -0.66948
H -2.65231 0.96399 -0.46760
H -3.27999 0.47451 1.47383
C -4.82794 5.44855 -3.15512
O -4.91777 4.74817 -4.39559
H -5.75199 5.31547 -2.59252
H -3.96584 5.14757 -2.55988
H -4.72623 6.51535 -3.35437
H -4.08139 4.83196 -4.85932
C 1.81909 -3.30683 2.38891
O 3.04702 -3.86937 2.01450
H 1.93304 -2.71645 3.29807
H 1.51358 -2.56880 1.64725
H 0.98048 -3.99421 2.50005
H 3.34353 -4.30567 2.81657
C -5.29974 -1.82085 6.93927
O -6.33749 -2.56390 7.54940
H -5.14268 -0.84302 7.39457
H -4.32392 -2.29704 7.03470
H -5.56844 -1.81726 5.88291
H -6.26669 -3.43081 7.14314
*
```

---

[2]
Molecular formula: C11H38N10O11
Method: DFT, wB97M-V/def2-TZVPD

Calculated values
E_LUMO (alpha / beta)   -2.71 / -8.49 eV
E_HOMO (alpha / beta)   -11.4 / -11.4 eV
Energy   -1816.78448 hartree
Kohn-Sham gap (alpha / beta)   8.7 / 2.9 eV

Geometry as ORCA input:
```
! RIJCOSX wB97M-V def2-TZVPD def2/J DEFGRID3
* xyz 1 2
C -2.51075 -1.77922 0.66037
O -2.33987 -2.43215 -0.34097
N -2.37176 -0.48663 0.64585
N -2.74947 -2.12615 1.84173
H -2.31789 -0.26697 1.63020
H -1.72103 -0.27147 -0.09601
H -2.24327 -1.63935 2.56760
H -3.01623 -3.07707 2.05315
C 0.67592 3.43746 4.59910
O -0.33813 3.09955 5.16359
N 1.16258 3.24028 3.43482
N 1.53347 4.34284 5.11064
H 2.14701 3.37793 3.25578
H 0.82049 2.76019 2.61470
H 2.20189 4.83716 4.53709
H 1.34491 4.75371 6.01382
C -3.23035 1.14466 -3.01422
O -3.33547 -0.02212 -3.25603
N -4.14254 2.03124 -3.38001
N -2.16316 1.55680 -2.46982
H -4.28936 2.92993 -2.94307
H -4.94054 1.72692 -3.91916
H -1.97135 2.50929 -2.19407
H -1.55133 0.89491 -2.01410
C -1.13513 -1.59809 4.72451
O -1.12042 -0.83394 3.81036
N -1.16290 -2.89297 4.53005
N -1.36203 -1.24907 5.93616
H -1.23692 -3.58544 5.26156
H -1.20457 -3.25022 3.58626
H -1.50230 -2.00561 6.59042
H -1.53735 -0.25712 6.00969
C 3.49958 -3.82233 -0.25407
O 3.19301 -3.08087 0.65607
N 4.14799 -3.37963 -1.34890
N 3.44370 -5.15758 -0.13841
H 4.27832 -4.08849 -2.05646
H 4.26148 -2.38137 -1.45226
H 3.99828 -5.70155 -0.78387
H 2.95739 -5.58070 0.63914
C 0.63881 -3.23917 -2.84300
C 1.65587 -3.27942 -4.02970
O 1.52728 -4.35926 -4.99741
O -0.53455 -3.95529 -2.82393
H 0.50073 -2.17681 -2.64200
H 1.09060 -3.60376 -1.92047
H 2.64652 -3.22993 -3.57776
H 1.44554 -2.31795 -4.49815
H 0.98230 -4.03934 -5.72008
H -1.06101 -3.65596 -2.07905
C 0.93925 -0.26475 1.12349
C 1.15817 0.48217 -0.24196
O -0.01717 1.04824 -0.89141
O 0.42346 0.56572 2.11132
H 1.85350 -0.73943 1.47976
H 0.31871 -1.15802 1.05220
H 1.68420 -0.24558 -0.85985
H 1.89275 1.26062 -0.03583
H -0.26398 1.76079 -0.29730
H 0.21718 0.08120 2.91399
C 0.54768 4.91206 -2.06343
C -0.03475 5.07076 -3.53307
O -1.47272 4.89599 -3.50786
O -0.22560 5.49663 -1.09805
H 1.53984 5.36331 -2.05352
H 0.51504 3.83328 -1.91091
H 0.36380 4.27662 -4.16443
H 0.20509 6.06103 -3.92025
H -1.80923 4.60897 -4.35990
H -0.89921 4.87053 -0.82268
*
```

---

[3]
Molecular formula: C11H3Cl2CoF5N5O2S
Method: DFT, wB97M-V/def2-TZVPD

Calculated values
E_LUMO (alpha / beta)   -7.48 / -11.63 eV
E_HOMO (alpha / beta)   -15.1 / -16.1 eV
Energy   -4044.90902 hartree
Kohn-Sham gap (alpha / beta)   7.7 / 4.5 eV

Geometry as ORCA input:
```
! RIJCOSX wB97M-V def2-TZVPD def2/J DEFGRID3
* xyz 2 5
Co -1.13576 0.35837 0.45998
Cl -0.87836 2.74897 -0.14332
C -2.59126 3.16477 -0.30182
Cl -3.49426 1.72577 0.19688
H -2.81516 3.39647 -1.34692
H -2.82706 4.00237 0.35828
N -1.70216 0.11877 3.44848
C -1.55226 0.26357 2.31908
H -1.82846 -0.00443 4.43778
O -2.47596 -0.89303 -0.56322
N -3.22336 -1.83653 -0.81122
C -4.38016 -2.23913 -0.47582
C -5.15106 -1.57893 0.53168
N -5.68356 -1.00593 1.36168
C -4.94986 -3.37433 -1.11932
N -5.40826 -4.25163 -1.68582
O 0.39424 -0.55953 0.31868
N 0.17634 -0.23883 -0.89852
F 6.66864 -0.14673 0.54408
C 5.45934 -0.06993 0.04758
C 4.76924 1.14967 0.06898
F 5.31494 2.21627 0.60858
C 3.48574 1.22237 -0.47762
F 2.79704 2.35577 -0.43982
C 2.88274 0.10157 -1.04672
S 1.33304 0.27477 -1.93312
C 3.55454 -1.12133 -1.02082
F 2.95504 -2.19483 -1.50122
C 4.84194 -1.21443 -0.47662
F 5.46424 -2.36983 -0.45972
*
```

---

[4]
Molecular formula: C11H40N18O13S
Method: DFT, wB97M-V/def2-TZVPD

Calculated values
E_LUMO   0.26 eV
E_HOMO   -9.1 eV
Energy   -2805.40313 hartree
Kohn-Sham gap   9.4 eV

Geometry as ORCA input:
```
! RIJCOSX wB97M-V def2-TZVPD def2/J DEFGRID3
* xyz 0 1
C 2.55071 -4.23102 -0.87434
O 2.66134 -3.95473 -2.02509
N 3.56612 -4.78241 -0.03707
N 1.46841 -3.97622 -0.16094
H 3.36222 -4.75666 0.95971
H 4.38092 -5.12699 -0.46856
H 1.21327 -4.48541 0.65710
H 0.62262 -3.73422 -0.65186
C -5.52671 2.02418 3.92160
O -6.63854 1.54215 3.95094
N -4.75188 2.05320 2.78470
N -4.89823 2.45103 5.01393
H -3.80530 2.26185 2.64572
H -5.32343 1.83798 1.97595
H -3.87070 2.38701 5.08556
H -5.42614 2.40813 5.89517
C 4.51063 3.76081 -0.83211
O 5.65302 3.38105 -0.98845
N 3.51151 2.96682 -0.32711
N 4.03587 5.06872 -1.10176
H 3.93601 2.21455 0.19234
H 2.52985 3.24978 -0.05544
H 4.59960 5.86335 -1.54669
H 3.01228 5.14627 -1.32112
C -0.50094 -2.12396 -2.51219
O -0.98138 -2.95803 -1.70094
N 0.82692 -2.11726 -2.83633
N -1.24586 -1.21331 -3.12555
H 1.28805 -1.21941 -3.06181
H 1.42194 -2.88159 -2.51231
H -2.07985 -1.07364 -2.64472
H -0.88752 -0.40195 -3.71744
C -4.32067 -2.28457 4.45954
O -3.31784 -2.87024 4.89914
N -5.54802 -2.85102 4.72831
N -4.33815 -1.19008 3.66514
H -5.48503 -3.44471 5.56422
H -6.34942 -2.27793 4.53425
H -3.48388 -1.07759 3.06970
H -5.15157 -1.02877 3.06515
C 0.57071 5.06368 -0.72761
O 1.01957 5.85934 -1.53655
N 1.20118 4.89045 0.49188
N -0.56880 4.41701 -0.91377
H 2.13221 5.18708 0.51334
H 0.93564 4.08825 1.00254
H -1.01225 4.86422 -1.70841
H -1.02770 3.86268 -0.15932
C 4.18225 -0.48455 -2.16949
O 2.96704 -0.36471 -1.95456
N 5.00281 0.56259 -2.03331
N 4.61644 -1.71110 -2.49321
H 5.98767 0.46787 -2.18858
H 4.69059 1.39842 -1.59485
H 5.55119 -1.98754 -2.32726
H 3.91041 -2.41976 -2.65091
C -2.40685 -4.12824 0.97213
O -1.42798 -3.44917 1.21364
N -2.82034 -4.42054 -0.30566
N -3.12145 -4.54143 2.09960
H -3.80521 -4.71700 -0.43156
H -2.31878 -3.76553 -0.90474
H -3.80029 -5.29405 2.11592
H -2.86519 -4.08252 3.00622
C 0.80762 1.85617 -4.11084
O 0.35304 0.67879 -4.33460
N 1.74522 2.10995 -3.12685
N 0.49120 2.94341 -4.84115
H 1.69749 3.06257 -2.75190
H 2.11136 1.34705 -2.55053
H 1.07001 3.78099 -4.68680
H 0.13666 2.71472 -5.75205
C 0.15018 -0.99825 1.61895
C 1.04783 -0.62043 0.33805
O 0.28403 0.41633 -0.34811
S -0.38962 1.28081 0.78422
O -1.62618 1.88375 0.39580
O 0.52966 2.17355 1.43505
O -0.59709 0.17478 1.97240
H 0.81235 -1.12240 2.47300
H -0.48870 -1.78569 1.37476
H 1.00213 -1.45817 -0.33382
H 2.04969 -0.28849 0.56260
*
```

---

[5]
Molecular formula: C11H43ClFNO19
Method: DFT, wB97M-V/def2-TZVPD

Calculated values
E_LUMO   -1.52 eV
E_HOMO   -10.1 eV
Energy   -2489.34108 hartree
Kohn-Sham gap   8.6 eV

Geometry as ORCA input:
```
! RIJCOSX wB97M-V def2-TZVPD def2/J DEFGRID3
* xyz 0 1
C 2.53089 0.31555 -1.53986
C 2.35511 1.29128 -0.36760
F 2.97440 2.51026 -0.73330
C 0.88369 1.65823 0.00000
C -0.19068 0.73061 -0.54591
C -1.22315 1.25004 -1.31820
C -2.24633 0.43101 -1.81784
Cl -3.53643 1.17386 -2.74998
C -2.29595 -0.92895 -1.62042
C -1.24310 -1.46743 -0.81212
C -0.24528 -0.64279 -0.29016
C 0.69248 -1.49032 0.53376
O 1.58361 -1.05945 1.23394
N 0.28906 -2.83406 0.36078
C -0.94005 -2.87912 -0.36555
O -1.54966 -3.90075 -0.56787
H 3.50505 0.54656 -2.00079
H 1.76276 0.39178 -2.31709
H 2.63220 -0.69721 -1.12428
H 2.86701 0.93544 0.53598
H 0.80982 1.73853 1.09546
H 0.67536 2.67418 -0.37602
H -1.23369 2.32820 -1.51396
H -3.07285 -1.57187 -2.02784
H 1.09853 -3.21578 -0.13496
O 3.14619 0.14024 3.27749
H 3.03213 1.09054 3.16880
H 2.51430 -0.24810 2.65920
O 1.15580 -3.54994 3.26017
H 2.00458 -3.85935 3.59461
H 1.33702 -2.65339 2.95236
O -0.67795 0.95873 2.67576
H -0.07364 0.22019 2.54185
H -0.46925 1.26989 3.56404
O 4.45814 2.36409 4.70249
H 5.02891 1.59637 4.58206
H 4.67884 2.68547 5.58237
O -2.04274 3.94145 -0.67230
H -2.08099 4.85365 -0.36497
H -2.47092 3.44190 0.03226
O 4.06419 4.50424 2.48580
H 4.28173 3.70045 2.98044
H 3.47339 4.20276 1.78758
O -0.23058 -1.87718 -3.56653
H -0.00462 -2.68953 -3.09860
H -0.82767 -2.17271 -4.26367
O 1.27829 -1.90174 -6.31318
H 0.49373 -2.04606 -6.85485
H 0.93560 -1.51213 -5.50316
O -0.55147 -1.97913 5.51440
H -1.32393 -2.53708 5.66777
H 0.12770 -2.60152 5.22963
O -2.12584 -4.34693 4.46891
H -1.47136 -4.10283 3.80198
H -1.79696 -5.17843 4.82567
O -3.86727 -2.55806 0.54316
H -3.30141 -3.32194 0.38520
H -3.62759 -2.26770 1.43000
O -5.60229 -0.78858 -4.14486
H -5.63168 0.12227 -3.83322
H -6.03560 -1.28880 -3.44527
O -5.72677 1.88577 -0.06241
H -4.99534 1.77505 -0.68012
H -5.90706 2.83107 -0.07663
O -0.45043 -0.75537 -8.76832
H 0.29537 -0.88888 -9.36238
H -0.60853 0.19326 -8.79894
O -1.00472 4.87697 1.58023
H -0.41603 4.12875 1.43291
H -0.77629 5.19053 2.46198
O 6.41419 6.00904 3.01978
H 6.19027 6.88719 3.34042
H 5.58290 5.66910 2.65206
O -0.71496 -5.63317 -2.73611
H -1.49216 -5.78808 -3.28185
H -1.07000 -5.28015 -1.91017
*
```

---

[6]
Molecular formula: C11H44F2InNO15S2
Method: DFT, wB97M-V/def2-TZVPD

Calculated values
E_LUMO   -12.22 eV
E_HOMO   -13.4 eV
Energy   -2813.82910 hartree
Kohn-Sham gap   1.1 eV

Geometry as ORCA input:
```
! RIJCOSX wB97M-V def2-TZVPD def2/J DEFGRID3
* xyz 2 1
In 25.03422 -11.73100 -17.47638
N 22.28299 -15.35699 -20.67563
S 21.34376 -16.51401 -20.35625
O 22.01364 -17.66853 -19.75352
O 20.03128 -16.67606 -20.90386
F 20.83945 -15.78881 -19.01512
S 22.18513 -15.79171 -22.32897
O 21.00369 -15.32380 -23.04815
O 22.90743 -16.98751 -22.72915
F 23.34067 -14.72593 -22.76549
C 29.84238 -10.88819 -23.07500
O 29.33468 -10.81800 -21.74011
H 30.45804 -9.98881 -23.06171
H 30.59129 -11.67273 -23.18336
H 29.05146 -10.83737 -23.82331
H 30.08193 -10.68791 -21.15165
C 15.41320 -22.28348 -20.03315
O 14.25195 -22.11389 -19.26616
H 15.65704 -23.34472 -19.98416
H 15.38589 -21.96011 -21.07371
H 16.18134 -21.79374 -19.43463
H 13.75977 -22.92534 -19.12157
C 16.04458 -16.08428 -28.15750
O 16.16253 -17.41929 -27.83584
H 16.79806 -15.44789 -27.69341
H 16.18001 -16.01775 -29.23701
H 15.06438 -15.66957 -27.92230
H 15.79346 -17.51307 -26.95460
C 25.30458 -16.85320 -12.60971
O 24.93361 -16.65463 -14.03239
H 25.16805 -17.90372 -12.35308
H 26.31132 -16.58650 -12.28809
H 24.80166 -16.19647 -11.89986
H 24.90052 -17.52540 -14.43522
C 20.19632 -13.35416 -12.07199
O 21.19553 -12.58933 -12.80817
H 19.94884 -14.30449 -12.54498
H 20.55447 -13.55883 -11.06306
H 19.33442 -12.68750 -12.04389
H 21.55468 -11.93157 -12.20820
C 20.83739 -23.77105 -15.31851
O 21.41834 -24.90556 -14.69735
H 20.44609 -22.99706 -14.65827
H 21.56490 -23.24846 -15.93958
H 19.99989 -24.06008 -15.95345
H 22.14624 -24.58792 -14.15803
C 26.38637 -12.17436 -29.60515
O 27.63840 -12.27192 -30.26906
H 26.01170 -13.06855 -29.10701
H 26.51901 -11.36485 -28.88737
H 25.61159 -11.90612 -30.32339
H 27.54142 -12.80974 -31.05833
C 22.03029 -18.56208 -29.39766
O 22.91202 -17.92050 -30.30162
H 22.53762 -18.92161 -28.50242
H 21.36544 -17.83118 -28.93738
H 21.53422 -19.31603 -30.00887
H 23.73317 -18.41295 -30.37088
C 27.48575 -21.76268 -17.48948
O 27.21657 -21.15078 -16.23037
H 28.50805 -21.77905 -17.86728
H 27.20965 -22.81028 -17.36949
H 26.78958 -21.52082 -18.29257
H 27.82872 -20.42463 -16.09045
C 22.37452 -8.56469 -23.29380
O 23.59544 -8.75999 -22.51270
H 21.81783 -9.50153 -23.31658
H 21.58682 -7.97936 -22.81942
H 22.62287 -8.25493 -24.30892
H 24.20785 -8.05850 -22.74609
C 29.28376 -16.29578 -20.56626
O 28.54228 -15.99103 -19.36134
H 28.59650 -16.19534 -21.40632
H 30.17775 -15.69868 -20.74611
H 29.51470 -17.35700 -20.47358
H 29.08213 -16.29978 -18.63001
*
```

---

[7]
Molecular formula: C11H44N10O11
Method: DFT, wB97M-V/def2-TZVPD

Calculated values
E_LUMO   -0.38 eV
E_HOMO   -8.7 eV
Energy   -1820.53619 hartree
SMILES   NC(N)=O.NC(N)=O.NC(N)=O.NC(N)=O.NC(N)=O.CO.CO.CO.CO.CO.CO
Kohn-Sham gap   8.3 eV

Geometry as ORCA input:
```
! RIJCOSX wB97M-V def2-TZVPD def2/J DEFGRID3
* xyz 0 1
C 3.72388 -1.66589 1.77124
O 4.03288 -0.35689 2.21524
N 2.55688 -1.97789 1.38024
N 4.69688 -2.53189 1.77124
H 1.86288 -1.29289 1.41924
H 2.33088 -2.84689 0.94224
H 5.56088 -2.28389 2.16724
H 4.71588 -3.39689 1.19424
C -0.60812 0.27211 1.31724
O -1.46812 0.34111 2.36024
N -0.31512 1.33011 0.55224
N 0.02988 -0.80189 0.97924
H -0.92712 2.11711 0.54524
H 0.37688 1.31811 -0.19876
H -0.03512 -1.57789 1.62424
H 0.43788 -0.96089 0.02624
C -2.76912 0.80611 -2.86176
O -3.03512 -0.48089 -3.30376
N -2.33812 0.99111 -1.63576
N -2.80712 1.88711 -3.53976
H -2.35012 0.14611 -1.02476
H -2.08012 1.92611 -1.30976
H -3.26212 1.63011 -4.51176
H -3.32412 2.67811 -3.25876
C -0.02812 -4.41589 0.79424
O -0.76812 -3.52489 1.63324
N 1.23588 -4.78489 1.05024
N -0.48612 -4.89989 -0.29476
H 1.59088 -4.39989 1.89324
H 1.87988 -5.11789 0.31524
H -1.49512 -4.67589 -0.60376
H 0.01288 -5.67189 -0.76976
C 0.56988 2.38611 -2.85476
O 1.82888 2.87011 -2.85276
N -0.39712 2.96711 -3.39776
N 0.29688 1.23211 -2.37876
H -0.14712 3.63011 -4.13076
H -1.35212 2.53811 -3.32276
H 1.01488 0.51811 -2.05976
H -0.63912 0.96511 -2.16876
C -0.31212 -2.46589 -2.68876
O 0.36288 -2.27789 -1.49576
H 0.03688 -1.81189 -3.50976
H -1.40212 -2.14389 -2.64776
H -0.23112 -3.50089 -3.04776
H -0.04112 -2.94989 -0.97076
C 1.32688 4.00811 1.31424
O 1.19088 2.98211 2.26824
H 2.00288 4.70111 1.72324
H 0.31288 4.33811 1.20724
H 1.91088 3.65911 0.48424
H 0.57388 2.34711 1.92724
C 1.56788 -0.10889 3.99024
O 2.31188 -1.24989 4.60124
H 0.75388 0.20011 4.62424
H 1.03988 -0.41389 3.14824
H 2.10088 0.75211 3.54224
H 3.19688 -1.14089 4.35624
C 2.72688 1.17311 -0.22076
O 2.27488 0.01511 -0.83476
H 2.48188 1.14211 0.78924
H 2.32288 2.12311 -0.75376
H 3.80288 1.23211 -0.05176
H 2.46988 -0.63189 -0.20076
C -3.30412 3.57411 0.34924
O -2.03812 3.26011 -0.11176
H -4.14312 3.00511 -0.10676
H -3.42712 4.65711 0.21724
H -3.36912 3.36311 1.47924
H -1.75212 3.91811 -0.70676
C -4.17812 -1.03089 0.27924
O -2.88712 -1.32289 -0.21276
H -4.22312 -1.50189 1.23324
H -4.94712 -1.36789 -0.36176
H -4.33912 0.03711 0.42524
H -2.29712 -1.45289 0.49024
*
```